{"formula": "C54H43BClIN4O18S", "method": "ωB97M-V/def2-TZVPD", "elements": ["N", "B", "O", "C", "C", "C", "C", "C", "I", "C", "Cl", "C", "C", "C", "C", "C", "C", "O", "O", "C", "O", "N", "C", "C", "S", "C", "N", "N", "C", "O", "C", "O", "H", "H", "H", "H", "H", "H", "H", "H", "H", "H", "H", "H", "H", "H", "H", "H", "H", "H", "H", "C", "C", "C", "O", "C", "C", "C", "O", "H", "H", "H", "H", "C", "C", "C", "O", "C", "C", "C", "O", "H", "H", "H", "H", "C", "C", "C", "O", "C", "C", "C", "O", "H", "H", "H", "H", "C", "C", "C", "O", "C", "C", "C", "O", "H", "H", "H", "H", "C", "C", "C", "O", "C", "C", "C", "O", "H", "H", "H", "H", "C", "C", "C", "O", "C", "C", "C", "O", "H", "H", "H", "H"], "positions_angstrom": [[2.06523, -1.66109, 3.82611], [0.87652, -1.31135, 2.99853], [-0.37369, -1.92469, 3.16876], [1.04281, -0.20845, 1.81319], [1.14080, -0.61451, 0.38982], [1.08242, -2.09909, -0.06533], [-0.01835, -2.42474, -1.16133], [-1.29582, -1.51938, -1.09708], [-2.58075, -2.04609, -2.79839], [1.33129, 0.44505, -0.64132], [1.51914, 0.10124, -2.37865], [1.36388, 1.80696, -0.17735], [1.26815, 2.25826, 1.22766], [1.12699, 1.22182, 2.24124], [1.03752, 1.67791, 3.73340], [-0.50711, 1.92677, 4.07250], [-1.00681, 1.14939, 5.32791], [-1.14204, 1.76830, 6.35945], [-1.34251, -0.20222, 5.32413], [1.34375, 3.79552, 1.32893], [1.34079, 4.54060, 2.26863], [1.42891, 4.27119, -0.04729], [0.38523, 5.28662, -0.32597], [0.28583, 5.72180, -1.82941], [1.77610, 6.58172, -2.47725], [2.28676, 5.54379, -3.88220], [3.54614, 5.18242, -4.21044], [3.44958, 4.37166, -5.30415], [2.15275, 4.25864, -5.62130], [1.37200, 4.98157, -4.75959], [1.54571, 3.16402, -0.92539], [1.79817, 3.10986, -2.11008], [2.52371, -0.82811, 4.20349], [2.75252, -2.05924, 3.16773], [-0.18852, -2.83149, 3.49505], [0.96260, -2.83911, 0.76497], [2.08334, -2.32694, -0.54100], [-0.36529, -3.49674, -1.08581], [0.48760, -2.36352, -2.16590], [-1.85914, -1.64792, -0.13541], [-1.10284, -0.42647, -1.21237], [1.54129, 2.67997, 3.84305], [1.55500, 0.99608, 4.45465], [-0.73197, 3.02771, 4.17465], [-1.11016, 1.58754, 3.17776], [-0.65306, -0.74013, 5.75106], [-0.61360, 4.92117, 0.03712], [0.60304, 6.21902, 0.27158], [0.04122, 4.83595, -2.47655], [-0.60193, 6.41186, -1.91974], [1.82262, 3.63533, -6.47685], [4.67015, -2.58227, -5.41863], [5.34750, -2.18252, -6.49315], [5.23286, -0.79615, -7.00199], [5.84848, -0.43240, -7.98211], [4.33755, 0.12832, -6.26900], [3.65985, -0.27158, -5.19445], [3.77457, -1.65851, -4.68558], [3.15894, -2.02587, -3.70312], [4.74140, -3.59162, -5.03319], [6.00681, -2.84462, -7.04030], [4.26686, 1.13804, -6.65406], [3.00145, 0.39171, -4.64808], [6.62955, 2.48951, 2.06959], [7.18837, 3.18858, 1.08339], [6.53946, 3.29966, -0.24422], [7.04974, 3.93450, -1.14238], [5.24448, 2.60441, -0.43132], [4.68691, 1.90507, 0.55677], [5.33582, 1.79485, 1.88237], [4.82505, 1.15805, 2.78457], [7.08973, 2.39713, 3.04539], [8.13349, 3.70319, 1.20321], [4.78301, 2.69666, -1.40765], [3.74275, 1.38999, 0.43897], [-2.70683, 7.38716, 6.41074], [-2.44900, 6.56993, 5.39188], [-2.25290, 5.11756, 5.60282], [-2.01549, 4.37363, 4.66914], [-2.35590, 4.60819, 6.98839], [-2.61397, 5.42651, 8.00793], [-2.81005, 6.87831, 7.79799], [-3.04719, 7.62455, 8.72580], [-2.85230, 8.45153, 6.27548], [-2.37084, 6.92476, 4.37175], [-2.21019, 3.54490, 7.12263], [-2.69204, 5.07158, 9.02779], [-6.57305, -1.86876, -3.39383], [-7.47723, -2.55584, -4.09055], [-8.80340, -1.97917, -4.40742], [-9.62903, -2.60580, -5.04099], [-9.08708, -0.60898, -3.92229], [-8.18433, 0.07808, -3.22601], [-6.85721, -0.49863, -2.90863], [-6.03370, 0.13018, -2.27461], [-5.59468, -2.27159, -3.14866], [-7.28717, -3.55600, -4.45320], [-10.06161, -0.20356, -4.16420], [-8.37475, 1.08030, -2.86274], [-4.94548, -6.46246, -5.63190], [-4.10200, -7.45504, -5.90741], [-2.66596, -7.19423, -6.15806], [-1.89617, -8.09750, -6.41116], [-2.20578, -5.78837, -6.08874], [-3.05047, -4.79632, -5.81313], [-4.48299, -5.05751, -5.56307], [-5.25196, -4.15225, -5.30954], [-5.99854, -6.63337, -5.44650], [-4.42208, -8.48799, -5.96112], [-1.15306, -5.61612, -6.27382], [-2.73010, -3.76324, -5.75930], [1.22115, -6.21622, 7.29691], [1.79531, -5.49072, 6.33888], [1.16072, -5.33259, 5.01125], [1.68613, -4.67183, 4.13689], [-0.13730, -6.01012, 4.78912], [-0.71184, -6.73566, 5.74652], [-0.07687, -6.89414, 7.07549], [-0.60044, -7.55323, 7.94884], [1.67089, -6.34343, 8.27345], [2.74317, -4.98788, 6.48374], [-0.58720, -5.88287, 3.81206], [-1.65978, -7.23826, 5.60113]], "atomic_forces_ev_per_a": [[-0.473, -0.031, -0.610], [-0.455, 0.112, -0.367], [2.087, -0.382, -0.634], [-0.097, 1.726, -1.224], [-0.027, 1.757, 0.490], [0.268, -0.071, -0.360], [-0.071, -0.116, -0.483], [0.426, 0.023, 0.265], [0.403, 0.194, 0.733], [-0.108, 0.935, 2.233], [-0.212, 0.200, 1.747], [-0.175, 1.557, 2.172], [-0.153, -3.409, -0.455], [0.686, 0.150, -1.224], [-0.417, 0.433, -0.472], [-0.466, -0.894, -0.872], [0.106, 1.360, 1.104], [0.223, -0.583, -0.548], [0.740, 0.660, -0.981], [0.303, -1.197, -1.233], [-0.250, -0.560, -0.236], [-0.728, -0.731, 0.268], [0.074, 1.620, -0.378], [-1.146, -0.844, -0.061], [0.149, -0.987, -1.151], [1.506, -1.121, -0.500], [-2.836, 0.950, 1.085], [-2.549, -0.219, -0.891], [2.802, 0.353, 1.011], [0.785, -0.014, 0.018], [0.089, -2.925, -0.822], [-0.309, 1.603, 0.584], [-0.047, -0.237, -0.304], [-0.151, 0.067, 0.572], [-0.288, 0.662, 0.326], [0.096, 1.007, -0.309], [-0.986, 0.203, 0.474], [0.476, 1.079, 0.207], [-0.799, 0.147, 0.964], [0.349, -0.106, -1.055], [-0.034, -1.002, -0.077], [-0.392, -1.155, -0.224], [-0.603, 0.357, -0.713], [0.441, -1.657, 0.281], [0.567, 0.171, 0.958], [-0.331, 0.373, -0.022], [0.746, 0.188, -0.520], [-0.009, -1.137, -0.439], [0.431, 0.915, 0.539], [1.035, -0.571, 0.150], [-0.369, 0.828, 1.039], [0.139, -0.061, -0.135], [-0.038, -0.180, 0.136], [0.132, 0.113, -0.197], [-0.071, -0.065, 0.095], [-0.154, 0.074, 0.132], [0.015, 0.094, -0.115], [-0.103, -0.052, 0.195], [0.145, -0.093, -0.258], [-0.029, 0.016, 0.033], [0.005, 0.042, -0.027], [0.054, 0.006, 0.004], [0.042, 0.017, 0.005], [0.161, 0.102, -0.022], [0.007, -0.075, 0.219], [0.089, 0.173, -0.224], [-0.024, -0.093, 0.128], [-0.215, -0.120, 0.021], [0.072, 0.039, -0.152], [-0.130, -0.104, 0.142], [0.021, 0.048, -0.069], [-0.038, -0.022, 0.010], [-0.012, 0.012, -0.048], [0.022, 0.043, -0.022], [0.055, -0.069, 0.043], [0.023, 0.012, -0.224], [-0.015, 0.180, 0.006], [0.046, -0.090, -0.096], [-0.370, 0.515, 0.171], [-0.088, -0.081, 0.248], [0.038, -0.116, -0.142], [-0.034, 0.095, 0.267], [0.021, -0.046, -0.122], [-0.008, -0.002, 0.047], [0.013, -0.042, -0.005], [0.045, 0.018, -0.072], [-0.011, 0.039, 0.001], [-0.009, -0.154, -0.054], [0.048, 0.015, 0.140], [-0.082, -0.144, -0.095], [0.056, 0.081, 0.068], [-0.011, 0.199, 0.078], [-0.190, 0.025, -0.076], [0.229, 0.042, 0.107], [-0.120, -0.020, -0.047], [-0.142, 0.055, -0.038], [-0.009, 0.052, -0.028], [-0.006, -0.039, -0.020], [0.046, -0.006, 0.016], [-0.013, -0.181, -0.014], [-0.209, 0.045, 0.047], [0.184, -0.182, -0.056], [-0.089, 0.095, 0.032], [-0.019, 0.217, 0.026], [0.261, -0.030, -0.065], [-0.080, 0.060, 0.023], [0.118, -0.084, -0.004], [-0.001, 0.042, 0.001], [0.047, -0.002, -0.011], [-0.001, -0.044, -0.001], [-0.035, 0.002, 0.016], [0.165, 0.128, -0.061], [0.053, -0.078, 0.175], [0.109, 0.079, -0.125], [-0.150, -0.104, -0.008], [-0.159, -0.063, 0.073], [-0.043, 0.075, -0.222], [-0.092, -0.146, 0.217], [0.051, 0.071, -0.109], [-0.043, -0.023, 0.008], [-0.016, 0.021, -0.054], [0.029, 0.001, -0.014], [0.012, -0.014, 0.048]], "mulliken_charge": [-0.4075, 0.6448, -0.7793, 0.9572, -0.3493, -1.0342, -0.6962, -0.5924, 0.0878, 1.0705, -0.0312, 0.2222, 0.2302, 0.4750, -1.6478, 0.2292, -0.1017, -0.5289, -0.4406, -0.3339, -0.5610, 0.4579, -0.7068, -0.7456, -0.1719, 0.4793, -0.3290, -0.3054, 0.0517, -0.2952, -0.6547, -0.3488, 0.2877, 0.2351, 0.2164, 0.0032, 0.3321, 0.5315, 0.2790, 0.3880, 0.1558, 0.5345, 0.4771, 0.1908, 0.3987, 0.3125, 0.3560, 0.3855, 0.3237, 0.5063, 0.3989, -0.4908, -0.4194, 0.2399, -0.5436, -0.4657, -0.0056, 0.6119, -0.4335, 0.4315, 0.4028, 0.4636, 0.2378, -0.4461, -0.5166, 0.0659, -0.5441, -0.1642, -0.1759, 0.1141, -0.5340, 0.4385, 0.4102, 0.6193, 0.6726, -0.4144, -0.4001, 0.4165, -0.5487, -0.1623, -0.4412, 0.3070, -0.5523, 0.3983, 0.4269, 0.4818, 0.4308, -0.1923, -0.3646, 0.3412, -0.5543, -0.3615, -0.3837, 0.3948, -0.5478, 0.2810, 0.5327, 0.4036, 0.4084, -0.2651, -0.4142, 0.3439, -0.5494, -0.4612, -0.3344, 0.3128, -0.4609, 0.4286, 0.4017, 0.4228, 0.5447, -0.3788, -0.3935, 0.4695, -0.5261, -0.2447, -0.3951, 0.3381, -0.5413, 0.4007, 0.4399, 0.4259, 0.4102], "smiles": "NB(O)c1c(CCCI)c(Cl)c2c(c1CCC(=O)O)C(=O)N(CCSc1nnco1)C2=O.O=C1C=CC(=O)C=C1.O=C1C=CC(=O)C=C1.O=C1C=CC(=O)C=C1.O=C1C=CC(=O)C=C1.O=C1C=CC(=O)C=C1.O=C1C=CC(=O)C=C1", "total_charge": 0, "gap_ev": 7.3, "lumo_energy_ev": -1.887}